(1)
{"formula": "C2H10NO2", "method": "ωB97M-V/def2-TZVPD", "elements": ["C", "C", "N", "H", "H", "H", "H", "H", "H", "H", "H", "O", "H", "H", "O"], "coordinates": [[1.214, -0.166, 0.534], [1.942, 0.968, 0.950], [-0.094, -0.028, -0.006], [1.449, -1.210, 0.719], [2.932, 0.900, 1.371], [1.591, 1.972, 0.724], [-0.714, -0.710, 0.563], [-0.107, -0.502, -0.927], [-0.546, 0.901, -0.138], [-1.992, -2.577, 0.537], [-1.119, -2.699, 1.800], [-1.325, -2.105, 1.063], [-1.520, 2.386, -2.279], [-0.586, 1.340, -2.846], [-1.125, 1.529, -2.066]], "e_homo_ev": [-19.67, -19.67], "gap_ev": [8.8, 5.1], "total_energy_ev": -7799.682, "spin_multiplicity": 2, "de_lowest_kcal_mol": 9.4, "charge": 2}

=====

(2)
{"formula": "C2H10NO2S", "method": "ωB97M-V/def2-TZVPD", "elements": ["C", "C", "S", "N", "H", "H", "H", "H", "H", "H", "H", "H", "O", "H", "H", "O"], "coordinates": [[-0.899, -0.220, -0.573], [0.272, -0.732, -1.495], [2.054, -0.685, -0.897], [-1.631, 1.032, -0.901], [-1.499, -1.031, -0.128], [-0.302, 0.006, 0.293], [-0.007, -1.773, -1.740], [0.250, -0.123, -2.422], [-1.161, 1.774, -0.426], [-2.225, 1.080, -1.769], [-1.826, 2.974, 4.394], [-0.714, 3.332, 3.459], [-1.230, 3.766, 4.255], [3.601, -3.248, -1.062], [2.342, -2.678, -0.571], [2.975, -3.473, -0.417]], "e_homo_ev": [3.37, -0.73], "gap_ev": [2.6, 6.7], "total_energy_ev": -18653.118, "spin_multiplicity": 2, "de_lowest_kcal_mol": 26.6, "charge": -2}

=====

(3)
{"formula": "C2H10NO3", "method": "ωB97M-V/def2-TZVPD", "elements": ["C", "O", "C", "N", "H", "H", "H", "H", "H", "H", "H", "H", "O", "H", "H", "O"], "coordinates": [[-0.139, -0.846, -0.054], [0.248, 0.163, 0.847], [-0.691, -0.268, -1.346], [0.329, 0.328, -2.192], [-0.998, -1.323, 0.480], [0.719, -1.487, -0.281], [-1.506, 0.432, -1.161], [-1.132, -1.061, -1.977], [1.139, -0.272, -2.316], [0.707, 1.197, -1.859], [1.362, -0.427, 1.586], [2.526, 0.053, 2.467], [2.217, -0.774, 2.114], [-2.350, 1.227, 1.323], [-0.798, 1.231, 1.169], [-1.633, 1.827, 1.200]], "e_homo_ev": -4.06, "gap_ev": 8.4, "total_energy_ev": -9869.493, "de_lowest_kcal_mol": 6.4, "charge": -1}

=====

(4)
{"formula": "C2H10NO3", "method": "ωB97M-V/def2-TZVPD", "elements": ["C", "N", "C", "O", "H", "H", "H", "H", "H", "H", "H", "H", "O", "H", "H", "O"], "coordinates": [[0.523, 2.351, -0.438], [-0.348, 1.481, -1.312], [-1.020, 0.500, -0.332], [-0.164, -0.374, 0.313], [0.781, 1.826, 0.443], [1.289, 2.601, -1.019], [-0.275, 3.052, -0.122], [0.103, 0.801, -1.977], [-1.661, 1.120, 0.219], [-1.775, 0.074, -0.978], [-0.109, -1.087, 3.074], [0.995, -0.774, 2.120], [0.867, -1.277, 2.985], [0.092, -1.487, -0.759], [-0.806, -2.348, -1.574], [0.144, -2.255, -1.501]], "e_homo_ev": -4.02, "gap_ev": 8.2, "total_energy_ev": -9868.401, "de_lowest_kcal_mol": 31.6, "charge": -1}

=====

(5)
{"formula": "C2H10NO3", "method": "ωB97M-V/def2-TZVPD", "elements": ["C", "N", "C", "O", "H", "H", "H", "H", "H", "H", "H", "H", "O", "H", "H", "O"], "coordinates": [[1.549, 0.961, -0.635], [0.832, -0.329, -0.691], [0.243, -0.893, 0.490], [-0.999, -0.391, 0.759], [0.904, 1.877, -0.543], [2.237, 1.169, -1.522], [2.155, 1.038, 0.292], [0.335, -0.379, -1.599], [0.940, -0.697, 1.448], [0.024, -2.050, 0.429], [-1.038, 2.424, 1.388], [-0.726, 0.952, 1.176], [-0.223, 1.855, 1.444], [-2.008, -1.213, -0.257], [-1.744, -2.425, -1.301], [-2.480, -1.900, -0.879]], "e_homo_ev": -3.78, "gap_ev": 8.0, "total_energy_ev": -9868.717, "de_lowest_kcal_mol": 24.3, "charge": -1}

=====

(6)
{"formula": "C2H10NOS2", "method": "ωB97M-V/def2-TZVPD", "elements": ["N", "C", "C", "S", "S", "H", "H", "H", "H", "H", "H", "H", "H", "H", "H", "O"], "coordinates": [[-1.412, 0.213, 0.413], [-0.385, 1.351, 0.388], [0.837, 0.937, -0.374], [0.339, 0.545, -2.123], [2.068, -0.246, -2.885], [-0.993, -0.688, 0.735], [-1.642, 0.080, -0.580], [-2.257, 0.573, 0.847], [-0.066, 1.539, 1.411], [-0.922, 2.220, 0.041], [1.471, 1.801, -0.522], [1.384, 0.079, 0.000], [1.882, -1.439, -2.305], [0.544, -2.262, 1.224], [-0.589, -2.765, 2.061], [-0.258, -1.938, 1.667]], "e_homo_ev": -12.82, "gap_ev": 9.4, "total_energy_ev": -27437.954, "de_lowest_kcal_mol": 7.8, "charge": 1}